1.
Entry from the OMol25 dataset: 5 unconnected molecules or ions with the total composition C11H33NO6 at a distorted geometry (ωB97M-V with the def2-TZVPD basis set).

Structure (ORCA input):
```
! RIJCOSX wB97M-V def2-TZVPD def2/J DEFGRID3
* xyz 0 1
C -0.6115 2.5449 -2.6233
O -1.7221 1.8807 -2.1097
C -1.5673 1.4710 -0.7626
C -2.9614 1.3226 -0.1478
N -3.8599 0.4651 -0.9356
C -3.5564 -0.9703 -0.8896
C -3.7586 -1.5187 0.5178
O -2.7191 -1.1783 1.4121
C -1.5495 -1.9144 1.1880
H 0.3008 1.9445 -2.5159
H -0.4413 3.5262 -2.1696
H -0.7506 2.6946 -3.6937
H -1.0053 2.2302 -0.2087
H -0.9902 0.5399 -0.7249
H -3.4038 2.3211 -0.2160
H -2.8524 1.0514 0.8960
H -3.7379 0.7937 -1.8890
H -2.5868 -1.2332 -1.3300
H -4.3211 -1.4335 -1.5223
H -3.9016 -2.6068 0.5369
H -4.6877 -1.0740 0.8778
H -1.6103 -2.8937 1.6801
H -0.7113 -1.4092 1.6575
H -1.3099 -2.1193 0.1418
C 3.4030 -4.4584 1.3454
C 2.0067 -4.2804 0.7672
O 1.0495 -4.4382 1.8094
H 4.2024 -4.2659 0.6296
H 3.5399 -5.4439 1.7887
H 3.5431 -3.7264 2.1469
H 1.8402 -5.0387 -0.0046
H 1.9512 -3.2724 0.3368
H 0.2455 -4.7596 1.3929
C 0.7898 4.7803 0.5042
O 0.1443 3.8496 1.3190
H 1.7869 5.0733 0.8668
H 0.9516 4.4285 -0.5226
H 0.2236 5.7105 0.4760
H 0.6144 2.9874 1.2647
C 1.4486 0.2694 1.9326
O 1.3298 1.3665 1.0421
H 1.3108 -0.6623 1.3733
H 2.4584 0.2109 2.3544
H 0.7434 0.3160 2.7571
H 2.1344 1.3463 0.4776
C 2.8769 1.0225 -2.1459
O 3.3348 0.9682 -0.8046
H 2.7165 0.0222 -2.5617
H 1.9654 1.6178 -2.1442
H 3.5781 1.5165 -2.8308
H 4.1260 0.4257 -0.7395
*
```

Its energy above the lowest of the compared OMol25 structures with the same formula, charge and spin is 2.189 eV. As for the structure (SMILES): COCCNCCOC.CCO.CO.CO.CO.



2.
Entry from the OMol25 dataset: a molecular structure, C11H34BrN8O5 at a distorted geometry (ωB97M-V with the def2-TZVPD basis set).

Structure (ORCA input):
```
! RIJCOSX wB97M-V def2-TZVPD def2/J DEFGRID3
* xyz -1 1
Br -3.8940 9.6269 -3.7995
C -1.7700 11.7519 -1.3282
O -0.9403 10.9377 -0.9705
N -1.6777 12.9598 -0.9609
N -2.8858 11.6679 -2.0285
H -2.3872 13.6186 -1.2483
H -0.8236 13.1234 -0.4472
H -3.4490 12.5063 -2.0394
H -3.0796 10.8568 -2.5983
C -0.7147 8.3995 -3.9780
O 0.2941 7.7920 -4.0053
N -1.8495 7.8548 -4.2977
N -0.8573 9.6496 -3.6052
H -2.7749 8.2023 -4.0902
H -1.8743 6.9829 -4.8069
H -0.1014 10.2033 -3.2281
H -1.7843 10.0458 -3.6665
C -2.6123 7.8062 -1.6371
O -3.4770 7.1177 -2.1869
N -1.8791 7.3202 -0.6462
N -2.3650 9.0151 -1.9398
H -1.3311 7.9684 -0.0988
H -2.2925 6.4613 -0.3123
H -2.9385 9.4908 -2.6217
H -1.6484 9.5012 -1.4199
C -5.3385 8.6493 -1.1411
C -6.0879 7.7711 -2.0972
C -7.0964 8.4755 -3.0035
O -7.6110 7.4690 -3.8890
C -8.8686 7.7573 -4.3539
N -5.0829 7.1205 -2.9692
H -5.9566 9.1747 -0.4130
H -4.8178 9.4673 -1.6389
H -4.5982 8.0674 -0.5921
H -6.5440 6.9297 -1.5756
H -6.5920 9.2901 -3.5234
H -7.7595 9.0250 -2.3353
H -8.8190 8.6331 -5.0010
H -9.7063 7.8793 -3.6673
H -9.0037 6.8527 -4.9469
H -4.7088 8.0066 -3.2774
H -5.7063 6.9233 -3.7390
C -7.1043 9.5569 -5.7769
C -6.3791 8.1504 -6.0012
C -6.5333 7.6559 -7.4631
O -7.7741 7.1234 -7.4113
C -8.2015 6.4095 -8.6652
N -4.9880 8.1736 -5.6016
H -8.1799 9.4864 -5.9393
H -6.8746 10.4684 -6.3288
H -6.8911 9.9212 -4.7720
H -6.7744 7.3999 -5.3167
H -5.8222 6.8853 -7.7608
H -6.4281 8.4055 -8.2474
H -7.4014 5.8070 -9.0953
H -8.3027 7.2801 -9.3133
H -9.1103 5.8145 -8.5753
H -4.7161 8.9300 -4.9900
H -4.4507 8.0935 -6.4530
*
```

Its energy above the lowest of the compared OMol25 structures with the same formula, charge and spin is 16.110 eV.



3.
Entry from the OMol25 dataset: a molecular structure, C11H35N11O7Tl at a distorted geometry (ωB97M-V with the def2-TZVPD basis set).

Structure (ORCA input):
```
! RIJCOSX wB97M-V def2-TZVPD def2/J DEFGRID3
* xyz 2 2
Tl -8.6966 -15.0418 -19.1993
C -11.8784 -12.3764 -18.1873
O -10.4247 -12.5077 -18.1568
C -9.7543 -11.2370 -18.1198
C -8.2258 -11.3070 -18.0826
N -7.6797 -12.1815 -19.0982
C -6.2316 -12.2920 -18.9849
C -5.6905 -13.0475 -20.2373
O -6.5376 -13.9659 -20.8957
C -5.8687 -14.5004 -22.0389
H -12.1896 -11.7895 -19.0515
H -12.0797 -11.9637 -17.1987
H -12.2910 -13.3684 -18.3712
H -10.0394 -10.8194 -17.1541
H -10.1822 -10.5467 -18.8468
H -7.8417 -11.4934 -17.0797
H -7.8060 -10.3309 -18.3255
H -7.8207 -11.6338 -19.9350
H -6.0092 -12.9106 -18.1155
H -5.8585 -11.2884 -18.7804
H -4.9176 -13.7233 -19.8711
H -5.3272 -12.2674 -20.9062
H -6.3446 -15.3344 -22.5548
H -4.9993 -15.0831 -21.7343
H -5.4959 -13.6417 -22.5971
C -10.7096 -18.3264 -20.4694
O -10.0447 -17.5619 -19.7715
N -11.8213 -18.7316 -20.0150
N -10.3521 -18.8758 -21.6061
H -12.3429 -18.2337 -19.3078
H -12.3476 -19.4323 -20.5171
H -10.8498 -19.7121 -21.8764
H -9.6025 -18.5305 -22.1883
C -8.3352 -14.3166 -15.3908
O -8.2182 -14.0865 -16.5160
N -7.5013 -13.9421 -14.4413
N -9.4270 -14.7717 -14.7855
H -6.6557 -13.6130 -14.8848
H -7.7206 -14.2176 -13.4947
H -10.3612 -14.6496 -15.1495
H -9.3607 -15.1722 -13.8607
C -12.3601 -14.8827 -20.9199
O -11.4332 -14.8069 -20.1704
N -12.5070 -14.1326 -21.9881
N -13.3835 -15.6588 -20.7560
H -11.8288 -13.4223 -22.2240
H -13.2831 -14.4850 -22.5299
H -13.2878 -16.2992 -19.9808
H -14.0578 -15.7551 -21.5018
C -5.1354 -15.7767 -17.5161
O -6.0332 -15.3265 -18.1467
N -4.5823 -16.8828 -17.8248
N -4.5275 -15.1626 -16.5675
H -4.7768 -17.3572 -18.6950
H -4.0706 -17.3145 -17.0685
H -4.6538 -14.1611 -16.6018
H -3.7520 -15.6329 -16.1230
C -9.2748 -15.9124 -23.1931
O -8.9522 -15.5779 -22.0840
N -8.6611 -16.7731 -23.9507
N -10.2435 -15.3334 -23.9229
H -8.9414 -16.7140 -24.9192
H -8.3294 -17.6783 -23.6496
H -10.4590 -15.5185 -24.8921
H -10.6792 -14.5620 -23.4379
*
```

For the energy, the calculation gives -47377.1830 eV. The expectation value of S² is 0.76.



4.
Entry from the OMol25 dataset: 9 unconnected molecules or ions with the total composition C11H36N17O11S at a distorted geometry (ωB97M-V with the def2-TZVPD basis set).

Structure (ORCA input):
```
! RIJCOSX wB97M-V def2-TZVPD def2/J DEFGRID3
* xyz -1 1
C 4.4450 -2.5808 2.6258
S 3.0614 -1.7216 1.7513
O 2.6637 -2.6120 0.5684
O 3.5581 -0.3670 1.2519
C 1.5938 -1.4139 2.8330
N 1.0147 -2.7153 3.3576
C -0.0641 -2.8816 2.6531
O -0.7899 -3.3202 1.7115
H 5.4207 -2.1641 2.1799
H 4.4003 -3.7138 2.5092
H 4.3881 -2.3578 3.7441
H 0.8126 -0.9598 2.1271
C -1.5341 0.0289 0.1658
O -0.6538 0.5170 0.8615
N -2.0349 -1.2092 0.3808
N -2.0846 0.6926 -0.8836
H -2.7562 -1.6250 -0.1797
H -1.6510 -1.7347 1.1538
H -1.7352 1.6190 -1.0746
H -2.8064 0.3136 -1.4674
C -4.3315 -2.3363 3.5080
O -3.9674 -1.1745 3.4069
N -5.4945 -2.6872 4.1205
N -3.6124 -3.3761 3.0207
H -5.8129 -3.6339 4.2147
H -6.0576 -1.9427 4.4962
H -2.7400 -3.1611 2.5570
H -3.8982 -4.3349 3.0952
C -0.6063 -4.3620 -2.1124
O -1.4442 -5.0054 -1.4926
N 0.1971 -3.4450 -1.5226
N -0.4095 -4.5125 -3.4493
H 0.8883 -2.9090 -2.0147
H 0.0836 -3.3025 -0.5297
H -0.9887 -5.1880 -3.9306
H 0.2715 -3.9945 -3.9731
C 0.7058 3.3107 -1.8773
O 0.1951 2.3096 -2.3590
N 0.7371 3.5396 -0.5424
N 1.2851 4.2762 -2.6353
H 1.1510 4.3524 -0.1247
H 0.3170 2.8404 0.0550
H 1.2819 4.1398 -3.6320
H 1.7106 5.1058 -2.2573
C -1.5192 -7.2945 -5.8404
O -1.6861 -6.8348 -4.7221
N -2.1398 -6.7924 -6.9382
N -0.6987 -8.3475 -6.0825
H -2.0163 -7.1555 -7.8654
H -2.7573 -6.0097 -6.7980
H -0.2202 -8.7471 -5.2918
H -0.5474 -8.7406 -6.9931
C 4.2339 5.9055 -0.8900
O 3.5588 6.6795 -1.5566
N 5.3218 5.2683 -1.3874
N 3.9521 5.6173 0.4046
H 5.8869 4.6301 -0.8572
H 5.5644 5.4554 -2.3460
H 3.1505 6.0712 0.8116
H 4.4931 4.9849 0.9688
C 4.2927 6.0831 4.2253
O 3.7821 5.0859 3.7418
N 4.3224 6.3149 5.5621
N 4.8749 7.0460 3.4673
H 4.7369 7.1276 5.9795
H 3.8995 5.6214 6.1571
H 4.8721 6.9078 2.4692
H 5.3005 7.8734 3.8431
C -5.9594 2.4454 -0.5787
O -6.6384 3.2150 -1.2457
N -4.8757 1.8033 -1.0782
N -6.2319 2.1670 0.7209
H -4.3065 1.1691 -0.5463
H -4.6390 1.9832 -2.0399
H -7.0292 2.6242 1.1301
H -5.6868 1.5389 1.2851
*
```

For the energy, the calculation gives -70686.3464 eV.



5.
Entry from the OMol25 dataset: 7 unconnected molecules or ions with the total composition C11H36O7 at a distorted geometry (ωB97M-V with the def2-TZVPD basis set).

Structure (ORCA input):
```
! RIJCOSX wB97M-V def2-TZVPD def2/J DEFGRID3
* xyz 0 1
C 0.7862 -0.6761 -3.1664
C -0.0583 0.5659 -3.4485
C -1.4708 0.3488 -2.9954
O 0.4450 1.7223 -2.7970
H 0.2474 -1.5737 -3.4977
H 0.8147 -0.8460 -2.0806
H 1.7863 -0.7288 -3.5852
H -0.0078 0.6960 -4.5442
H -2.0837 1.2375 -3.1962
H -1.4538 0.2708 -1.9041
H -2.0323 -0.4266 -3.5132
H 1.4124 1.6934 -2.6854
C 0.5671 -0.4046 0.9639
C -0.7497 -1.1327 1.0664
O -1.9009 -0.3035 1.0303
H 0.6479 0.1343 0.0095
H 1.4044 -1.1034 0.8999
H 0.7808 0.3600 1.7132
H -0.7350 -1.7736 1.9599
H -0.8708 -1.8096 0.2164
H -1.7669 0.4723 1.5930
C -5.9452 -2.1073 1.4193
C -4.7946 -2.5209 0.5026
O -3.5985 -2.6622 1.2591
H -5.9507 -2.6997 2.3341
H -6.9253 -2.1924 0.9462
H -5.7863 -1.0760 1.7444
H -4.6859 -1.8145 -0.3280
H -5.0095 -3.4686 -0.0035
H -3.0992 -1.8382 1.1488
C 4.0262 1.2221 -2.7921
O 3.1172 1.3717 -1.7271
H 4.9736 1.7507 -2.6162
H 4.2999 0.1810 -2.9910
H 3.6412 1.6612 -3.7154
H 3.2919 0.6650 -1.0801
C -1.6199 0.2209 4.7461
O -1.6609 1.4565 4.0776
H -2.6204 -0.0346 5.0982
H -1.2035 -0.6011 4.1550
H -1.0356 0.3100 5.6735
H -0.8424 1.9506 4.1178
C 1.8165 3.2591 1.0784
O 1.2606 4.4941 0.6424
H 2.7945 3.0644 0.6222
H 1.9757 3.2861 2.1546
H 1.1661 2.4518 0.7388
H 0.7937 4.3282 -0.1801
C 4.2669 -1.5375 -0.0539
O 4.0613 -0.1925 0.3446
H 5.3154 -1.7302 -0.3240
H 4.1007 -2.2857 0.7251
H 3.6629 -1.6680 -0.9475
H 4.4514 0.0334 1.1915
*
```

Its energy above the lowest of the compared OMol25 structures with the same formula, charge and spin is 1.080 eV. As for the structure (SMILES): CC(C)O.CCO.CCO.CO.CO.CO.CO.



6.
Entry from the OMol25 dataset: a molecular structure, C11H38B2F3HgO8S at a distorted geometry (ωB97M-V with the def2-TZVPD basis set).

Structure (ORCA input):
```
! RIJCOSX wB97M-V def2-TZVPD def2/J DEFGRID3
* xyz -1 1
Hg -1.0036 0.8444 0.5781
O -2.3979 -1.7919 -3.0608
H -1.7680 -1.3914 -2.4572
H -2.0860 -1.8227 -3.9682
H -3.2082 -1.2836 -3.1429
B -4.5038 -0.0021 -2.4440
H -4.6155 -0.9818 -2.8820
H -4.1129 0.6402 -3.2179
H -5.4233 0.4253 -2.0753
H -3.7932 -0.1646 -1.6485
B -0.5726 -1.0222 -0.9404
H 0.0577 -0.1597 -0.7886
H -0.6005 -1.6388 -0.0553
H -1.5731 -0.6422 -1.0774
H -0.2947 -1.4979 -1.8681
C -3.3735 -2.8466 2.5026
F -4.3827 -3.1321 3.3693
F -2.2084 -2.6699 3.1434
F -3.1534 -3.8687 1.7157
S -3.8900 -1.2106 1.4490
O -4.5449 -0.3445 2.4154
O -2.6943 -0.6954 0.8470
O -4.8489 -1.7880 0.5333
C -1.2024 2.3616 -2.2918
O -1.6374 2.4925 -0.9833
H -0.4669 3.1026 -2.6052
H -0.8140 1.3519 -2.4248
H -1.9867 2.5126 -3.0336
C 3.0363 2.8520 1.9806
C 1.7353 2.7924 1.2650
C 1.8582 3.6035 -0.0293
O 1.2966 1.4416 0.9538
H 3.5755 3.7886 1.8386
H 3.6053 1.9610 1.7151
H 2.9384 2.7728 3.0633
H 1.1170 3.4232 1.9035
H 2.4145 4.5200 0.1675
H 0.9768 3.7581 -0.6516
H 2.4901 3.0473 -0.7218
H 2.0027 1.0696 0.4203
C 1.6885 -2.2636 3.1859
C 0.5370 -1.3086 3.4246
C 1.0114 0.0191 4.0953
O 0.0368 -0.8735 2.1769
H 2.5581 -1.7168 2.8214
H 1.4860 -3.0176 2.4252
H 1.9942 -2.7337 4.1206
H -0.2258 -1.6420 4.1282
H 0.1543 0.6789 4.2301
H 1.8208 0.5009 3.5469
H 1.3327 -0.1667 5.1202
H 0.0614 -1.6487 1.6111
C 2.6871 -1.7881 -2.4935
C 3.0532 -0.4070 -2.0548
C 2.6358 0.7531 -2.9434
O 2.3849 -0.2309 -0.8571
H 3.1576 -2.0615 -3.4379
H 1.6148 -1.9418 -2.6149
H 2.8998 -2.4839 -1.6818
H 4.1183 -0.4786 -1.8345
H 3.1552 0.7929 -3.9008
H 2.8765 1.6586 -2.3865
H 1.5723 0.8609 -3.1564
H 1.4417 -0.3080 -1.0183
*
```

Its energy above the lowest of the compared OMol25 structures with the same formula, charge and spin is 3.040 eV.